{"formula": "C4H10NS2", "method": "wB97M-V/def2-TZVPD", "symbols": ["S", "C", "H", "H", "C", "N", "H", "H", "S", "C", "H", "H", "C", "H", "H", "H", "H"], "xyz": [[-0.8908, -0.3433, -0.9103], [-2.9326, -0.6851, 0.1684], [-3.0758, 0.6837, 1.6545], [-3.8052, 1.1415, 0.1670], [0.6220, 0.0210, 0.1328], [-3.3771, 0.4174, 0.7275], [2.2775, -1.0445, 1.4646], [3.9060, 0.8130, -0.4166], [1.7225, -1.4469, 0.3064], [2.8978, 1.1116, -0.1355], [-3.3620, -0.9748, -0.7786], [2.6961, 2.0836, -0.5839], [1.8685, 0.1484, -0.6423], [-2.5798, -1.4728, 0.8165], [2.8336, 1.2222, 0.9449], [1.9190, -0.0384, -1.7134], [-0.7197, -1.6366, -1.2019]], "lowdin_charge": [0.8354, -0.1834, 0.1340, 0.1334, -0.7256, 0.0832, -0.0259, 0.0900, 0.9849, -0.0995, 0.0899, 0.0972, -0.6261, 0.0974, 0.0837, 0.1133, -0.0818], "e_lumo_ev": -3.6702, "total_charge": 1, "multiplicity": 1, "e_above_lowest_kj_mol": 284.1}